# 1
{
  "formula": "C40H52Li2O20S",
  "method": "ωB97M-V/def2-TZVPD",
  "spin_multiplicity": 1,
  "lumo_ev": -0.121,
  "homo_lumo_gap_ha": 0.2598,
  "charge": 0,
  "relative_energy_kj_mol": 713.7,
  "elements": ["Li", "Li", "S", "O", "O", "O", "O", "C", "O", "H", "H", "H", "H", "C", "O", "H", "H", "H", "H", "C", "O", "H", "H", "H", "H", "C", "O", "H", "H", "H", "H", "C", "C", "C", "C", "C", "C", "O", "O", "H", "H", "H", "H", "H", "H", "C", "C", "C", "C", "C", "C", "O", "O", "H", "H", "H", "H", "H", "H", "C", "C", "C", "C", "C", "C", "O", "O", "H", "H", "H", "H", "H", "H", "C", "C", "C", "C", "C", "C", "O", "O", "H", "H", "H", "H", "H", "H", "C", "C", "C", "C", "C", "C", "O", "O", "H", "H", "H", "H", "H", "H", "C", "C", "C", "C", "C", "C", "O", "O", "H", "H", "H", "H", "H", "H"],
  "coordinates": [[2.53514, 2.20884, 1.50541], [-3.04052, 2.05521, -0.04170], [-0.04334, 0.76529, 0.04611], [0.30817, 0.80431, -1.37046], [1.10287, 1.43909, 0.74661], [-1.20594, 1.59484, 0.28973], [-0.22396, -0.58244, 0.44679], [-2.51059, 4.20468, -1.80465], [-3.42510, 3.96074, -0.68434], [-3.13019, 3.74206, -2.64912], [-1.71571, 3.63375, -1.55133], [-2.48051, 5.26724, -1.89689], [-3.93102, 4.83146, -0.51862], [-4.24778, -0.86658, -1.36595], [-3.60386, 0.01073, -0.45933], [-3.77551, -0.56046, -2.12299], [-5.34652, -0.61728, -1.69286], [-4.24243, -1.84601, -0.93739], [-2.96761, -0.57753, 0.21800], [1.39191, 4.81186, 0.66509], [2.66470, 4.35778, 1.09423], [1.48537, 5.55464, -0.13846], [0.96136, 5.12922, 1.58702], [0.81917, 4.18459, 0.17808], [3.09000, 5.18608, 1.22543], [5.35410, 1.83092, 0.25859], [3.94419, 1.46578, 0.28213], [5.71588, 2.53351, 0.65977], [5.64707, 1.94934, -0.91479], [5.93197, 1.08785, 0.77160], [3.90545, 1.00162, -0.63164], [1.25472, -3.95868, -2.01291], [0.55317, -4.41144, -3.18129], [-0.79533, -4.15350, -3.41117], [-1.53921, -3.35807, -2.62818], [-0.88750, -2.91423, -1.34037], [0.51969, -3.06481, -1.15032], [1.08359, -2.56283, -0.00460], [-1.43495, -4.62318, -4.54971], [2.13970, -4.20384, -1.80368], [0.99644, -5.08656, -3.76255], [-2.63589, -3.24574, -2.74752], [-1.25094, -2.19448, -1.00991], [0.29815, -1.93397, 0.16465], [-1.07372, -5.48300, -4.93032], [2.77859, -0.55045, 5.83585], [3.36723, -0.41572, 4.50743], [2.60746, -0.66525, 3.42860], [1.31656, -1.14122, 3.48970], [0.78842, -1.52529, 4.72724], [1.52427, -1.19367, 5.97653], [1.18444, -1.44730, 7.29697], [3.14130, -0.71530, 2.14975], [3.50049, -0.22099, 6.67977], [4.45439, -0.32946, 4.85080], [0.61210, -1.10579, 2.67075], [-0.32941, -1.82966, 5.00601], [0.51325, -2.22638, 7.28121], [2.58314, -0.54914, 1.38959], [-1.83770, -3.05324, 2.35234], [-2.47592, -4.25992, 2.62873], [-3.43018, -4.41877, 3.61310], [-3.86954, -3.25544, 4.25884], [-3.29264, -2.05579, 3.93412], [-2.38043, -1.91569, 2.93600], [-1.74286, -0.72014, 2.59616], [-3.95828, -5.63394, 3.82492], [-1.20429, -2.93081, 1.81336], [-2.15023, -5.04029, 2.06915], [-4.64869, -3.33077, 5.15899], [-3.61847, -1.15615, 4.43361], [-1.00579, -0.70316, 1.82723], [-3.81752, -6.25815, 3.04063], [-1.17648, 4.34687, 5.48911], [-1.49500, 4.41152, 4.09674], [-1.00275, 3.48025, 3.15319], [-0.04075, 2.54995, 3.61581], [0.33192, 2.55338, 4.93058], [-0.32032, 3.32790, 5.91516], [0.09860, 3.26424, 7.16098], [-1.33772, 3.62749, 1.89361], [-1.65353, 5.02494, 6.09053], [-2.32411, 5.04892, 3.88289], [0.41119, 1.68627, 2.95953], [1.17388, 1.90635, 5.49262], [0.45097, 2.57333, 7.26723], [-1.18301, 2.81811, 1.37186], [-2.36556, 1.41050, -5.32163], [-2.64369, 0.48896, -6.29252], [-2.14083, -0.77354, -6.49464], [-1.33642, -1.25466, -5.46063], [-1.04565, -0.46202, -4.29390], [-1.53424, 0.87629, -4.27513], [-1.18821, 1.70012, -3.20045], [-2.34157, -1.62186, -7.48696], [-2.91230, 2.25988, -5.14528], [-3.18691, 0.80148, -7.08767], [-0.70024, -2.22010, -5.55145], [-0.49273, -0.96202, -3.66128], [-0.37382, 1.59349, -2.50424], [-2.06611, -2.62612, -7.50812], [3.94406, 0.94427, -4.28912], [4.58569, -0.12153, -4.93615], [4.10760, -1.48705, -4.68595], [2.99858, -1.61146, -3.96248], [2.35888, -0.50074, -3.22782], [2.82464, 0.78529, -3.43781], [2.12291, 1.76603, -2.86058], [4.54723, -2.42724, -5.47041], [4.16545, 2.17318, -4.37119], [5.28558, 0.05874, -5.68594], [2.56899, -2.56342, -3.94732], [1.40727, -0.84146, -2.65180], [1.37663, 1.48926, -2.31925], [5.29747, -2.21272, -5.79368]],
  "forces_ev_per_a": [[0.239, 0.139, -0.529], [0.010, -0.343, -0.204], [4.001, 4.640, -1.219], [-0.389, -0.593, -0.419], [-1.041, -1.293, 0.250], [-2.204, 0.454, 0.289], [-1.455, -1.957, 1.767], [-5.480, -0.250, -1.044], [-1.324, 2.076, 1.045], [1.704, 0.800, 0.485], [3.088, -1.113, 0.032], [1.039, 0.522, -0.411], [1.153, -2.507, -0.127], [-5.070, -0.358, 4.214], [2.203, -0.812, 4.774], [3.855, 0.148, -7.068], [1.526, -0.039, 1.582], [0.274, -0.833, -0.665], [-2.610, 2.408, -2.592], [2.106, 3.540, 1.345], [0.089, -1.607, -0.745], [0.272, 0.667, 0.663], [-1.260, 0.798, 0.094], [-2.530, -4.360, -1.704], [1.227, 0.530, 0.495], [-3.568, -10.045, -8.646], [1.240, -0.041, -2.059], [3.075, 11.205, 5.853], [-0.279, -0.530, 2.879], [0.274, -1.428, -0.408], [-0.824, 1.055, 2.462], [-9.542, 2.818, -2.433], [-0.363, 2.356, 4.461], [0.245, -0.692, -1.649], [0.429, 0.778, 4.647], [6.284, -10.570, -9.546], [-0.472, -2.577, -0.538], [-1.823, 0.205, -1.282], [0.421, -1.707, -1.099], [7.077, -1.912, 1.399], [1.979, -2.517, -2.536], [1.018, 0.189, -0.178], [-6.424, 11.085, 6.378], [2.366, -0.529, 0.850], [-0.350, 1.787, 1.126], [0.095, -0.413, -0.814], [1.205, 0.123, 5.136], [0.222, -0.881, -3.459], [-2.373, -0.355, 2.790], [-1.248, 1.039, 3.560], [1.914, 0.678, -1.490], [-2.482, -2.297, -1.179], [1.963, 0.662, 0.540], [-1.848, -0.935, -1.123], [-1.118, 0.393, -2.529], [0.668, -0.437, -0.264], [2.425, 0.430, -1.451], [1.565, 2.050, 0.211], [-0.827, -0.017, 0.256], [-14.897, -2.262, 11.526], [0.630, 2.262, 0.776], [0.094, 1.317, -1.085], [-1.551, -1.718, 2.442], [-1.068, 1.749, 0.593], [3.398, 0.091, -1.445], [0.110, 0.609, -0.576], [-0.733, -2.202, -0.692], [13.485, 1.817, -11.707], [0.843, -2.721, -1.357], [1.774, 0.192, -2.262], [-0.093, 0.113, 0.189], [-2.436, -0.855, 1.875], [-0.080, 1.583, 1.679], [0.909, -2.454, -3.110], [0.310, -1.426, 1.329], [1.112, 0.651, 3.013], [0.709, -1.826, -1.676], [1.070, -1.177, 3.406], [0.000, 1.802, -3.187], [-7.674, 15.162, -0.311], [-1.040, 0.211, -1.819], [-0.881, 1.385, 1.764], [-0.131, 0.570, -0.735], [-1.025, 2.108, 1.003], [-1.780, 0.889, -2.212], [8.144, -15.605, 2.891], [0.347, -0.065, 0.026], [2.649, -4.156, 2.752], [-0.052, -0.301, -1.347], [2.784, -1.948, 4.181], [1.952, 0.185, 1.671], [-3.964, 2.262, -6.145], [1.434, -0.050, 1.630], [0.323, 0.892, 0.510], [-1.199, -2.476, -3.844], [-0.841, 2.180, -0.115], [-2.182, 1.198, -2.317], [-1.616, 1.436, 0.060], [2.853, -1.526, 3.814], [-2.743, -1.172, -2.459], [-0.447, 3.541, 1.268], [0.253, 3.506, 0.146], [-2.468, -0.455, 2.502], [0.430, 5.737, -0.781], [-1.756, 2.030, 2.636], [-0.034, -3.603, -1.213], [-0.939, -2.621, 0.516], [1.540, 2.656, -0.812], [-6.656, -5.070, 2.081], [-0.032, -3.635, -0.349], [1.326, 0.304, -0.981], [-0.814, -1.306, 0.335], [1.967, 1.241, -0.955], [0.262, -0.792, 0.330], [8.076, 2.112, -3.629]]
}


# 2
{
  "formula": "C5H8N2",
  "method": "ωB97M-V/def2-TZVPD",
  "spin_multiplicity": 1,
  "lumo_ev": 0.903,
  "homo_lumo_gap_ha": 0.3872,
  "charge": 0,
  "relative_energy_kj_mol": 306.9,
  "elements": ["C", "C", "C", "C", "N", "C", "N", "H", "H", "H", "H", "H", "H", "H", "H"],
  "coordinates": [[-0.41062, -0.85389, -0.64476], [0.49897, 0.01261, 0.19330], [-0.00789, 1.34200, -0.34970], [-1.16381, 0.55577, -0.87635], [-2.35099, 0.69906, -1.27945], [0.81543, -0.25921, 1.59692], [1.86218, -0.22055, 0.55999], [0.05678, -1.24923, -1.56365], [-0.85357, -1.73871, -0.12835], [-2.35617, -0.31930, -1.31525], [0.62064, 1.70514, -1.16823], [-0.20191, 2.14055, 0.36924], [0.53075, -1.22151, 2.01840], [0.83393, 0.57014, 2.29773], [2.12627, -1.16288, 0.29015]],
  "forces_ev_per_a": [[0.137, 0.517, -0.036], [0.462, 0.192, 0.220], [0.170, 0.114, 0.089], [0.512, -1.185, 0.047], [0.984, -0.563, 0.435], [-0.009, 0.000, 0.410], [0.533, -0.208, 0.065], [-0.070, 0.446, 0.160], [-0.221, 0.928, -0.281], [-2.664, -0.256, -1.039], [0.004, 0.039, 0.089], [-0.063, -0.059, -0.158], [0.033, 0.148, -0.092], [0.099, -0.127, -0.017], [0.093, 0.015, 0.108]]
}